H13O6 | wB97M-V/def2-TZVPD

Structure (XYZ):
```
19
H13O6 (wB97M-V/def2-TZVPD)
O 0.10850 2.70272 -0.84986
H 0.92077 2.94061 -1.31098
H -0.64569 2.68961 -1.44078
O -1.90481 -2.43229 -0.94346
H -2.82526 -2.29015 -1.17816
H -1.54863 -3.19981 -1.39145
O -0.70001 0.76457 2.17461
H -1.31918 0.06444 1.91384
H -1.05915 0.87952 3.07025
O 2.01445 -1.37452 0.60877
H 2.07690 -2.19102 0.10210
H 2.87785 -0.95729 0.48843
O -0.48654 -0.07856 -0.95096
H -1.00912 -0.91026 -0.84873
H -0.35703 -0.11734 -1.90817
O 1.29731 0.97557 0.67566
H 1.01740 0.03848 0.33067
H 0.82864 1.51747 -0.05759
H 0.71358 0.97824 1.51580
```

The strongest force on any atom comes out at 1.809 eV Å⁻¹. Its energy above the lowest of the compared OMol25 structures with the same formula, charge and spin is 72.5 kJ/mol. Its net charge is +1.